[1]
Here is a 2-piece molecular cluster, C5H12O overall from OMol25. Energies are from wB97M-V/def2-TZVPD.

Each line ends with the Mulliken charge.
Cartesian coordinates (Å):
1 C -2.6057 0.3321 0.0214  -1.2304
2 C -1.3163 -0.4364 0.2975  -0.3075
3 C -0.2115 -0.0606 -0.6923  -0.3508
4 C 1.0692 -0.8232 -0.4896  -0.2727
5 C 2.2877 -0.3262 -0.6992  -0.8395
6 O 2.1402 0.9295 2.1412  -0.6777
7 H -2.9317 0.1860 -1.0156  0.3102
8 H -3.4214 0.0084 0.6761  0.3430
9 H -2.4615 1.4080 0.1725  0.3217
10 H -1.5076 -1.5156 0.2271  0.3190
11 H -0.9732 -0.2451 1.3237  0.2801
12 H -0.5698 -0.2549 -1.7139  0.3231
13 H -0.0162 1.0194 -0.6294  0.2489
14 H 1.9869 0.1851 1.5401  0.3539
15 H 0.9661 -1.8569 -0.1530  0.2574
16 H 2.4221 0.7045 -1.0271  0.3260
17 H 3.1891 -0.9097 -0.5322  0.2746
18 H 2.0875 1.6862 1.5447  0.3205

Properties
Orbital gap = 0.4053 Eh
E_tot = -7426.5215 eV
SMILES string = C=CCCC.O
HOMO energy = -10.00 eV
ΔE to the lowest compared entry with this formula, charge and spin = 18.21 kcal per mole
LUMO level = 1.0 eV


[2]
Here is C5H4O7Tl as an isolated structure in a non-equilibrium geometry from OMol25. Energies are from wB97M-V/def2-TZVPD.

Each line ends with the Mulliken charge.
Cartesian coordinates (Å):
1 O -0.2291 0.3966 0.0765  -0.6581
2 C -0.8987 -0.6438 -0.2165  0.5455
3 O -0.4199 -1.7077 -0.6362  -0.7019
4 O -1.3573 1.0996 3.2582  -0.4497
5 O -1.3949 -1.0112 4.1997  -0.3513
6 C -1.2911 -0.0164 3.6139  0.8086
7 Tl -1.2467 2.0466 0.8988  0.5635
8 O -2.7513 1.0470 -0.5813  -0.4153
9 C -3.0243 1.2163 -1.9558  -0.3306
10 C -2.8355 -0.1922 -2.5331  -0.4996
11 O -3.1007 -1.0286 -1.4327  -0.4484
12 C -2.5306 -0.4342 -0.2807  0.7833
13 H -4.0591 1.5703 -2.0837  0.2421
14 H -2.3397 1.9484 -2.4084  0.2108
15 H -1.8038 -0.3435 -2.8948  0.2441
16 H -3.5361 -0.4274 -3.3427  0.3109
17 O -3.0701 -0.7639 0.8243  -0.8538

Properties
Orbital gap = 0.2417 Eh
Charge = -1
E_tot = -24277.1900 eV
HOMO energy = -3.85 eV
ΔE to the lowest compared entry with this formula, charge and spin = 0.00 kcal per mole
LUMO level = 2.7 eV


[3]
Here is the molecule C21H21ClN2O4 from OMol25. Energies are from wB97M-V/def2-TZVPD.

Each line ends with the Mulliken charge.
Cartesian coordinates (Å):
1 C -3.8743 -0.9672 2.4956  -1.5821
2 C -3.2012 -1.3230 1.1755  0.6708
3 C -3.9983 -0.8064 -0.0183  -0.5605
4 H -4.1706 0.2658 0.0974  0.4003
5 H -4.9728 -1.2988 -0.0395  0.4097
6 C -3.2924 -1.0548 -1.3597  -1.2752
7 C -2.0773 -0.1889 -1.5233  1.1789
8 C -2.2281 1.1099 -1.8746  -0.4350
9 C -1.1187 2.0156 -2.0682  0.0429
10 O -1.2060 3.1940 -2.3067  -0.6509
11 O 0.1381 1.4660 -1.9829  -0.4906
12 C 0.3281 0.1869 -1.6085  -0.6870
13 C 1.6541 -0.2298 -1.5066  0.0448
14 C 1.9564 -1.5017 -1.0537  0.3780
15 C 0.8896 -2.3608 -0.7191  -0.3469
16 C -0.4170 -1.9700 -0.8669  -0.6032
17 C -0.7371 -0.6838 -1.3214  0.7487
18 H -1.1964 -2.6671 -0.6099  0.4084
19 Cl 1.2626 -3.9338 -0.1227  -0.2313
20 O 3.2011 -1.9981 -0.8791  -0.5643
21 C 4.3098 -1.2289 -1.2985  -0.4854
22 H 5.1831 -1.8570 -1.1025  0.3448
23 C 4.4663 0.1044 -0.5520  0.4901
24 O 4.9777 1.0688 -1.0780  -0.6432
25 N 4.0151 0.0742 0.7150  -0.1337
26 H 3.5212 -0.7449 1.0424  0.3158
27 C 3.7182 1.2918 1.4404  -0.9799
28 C 2.2263 1.5267 1.3992  0.7623
29 N 1.4901 0.5197 1.8571  -0.4720
30 C 0.1755 0.6310 1.8245  -0.5262
31 C -0.4827 1.7424 1.3217  -0.1657
32 C 0.2829 2.7889 0.8313  -0.5285
33 C 1.6643 2.6816 0.8708  -0.6253
34 H 2.2928 3.4713 0.4911  0.3823
35 H -0.1860 3.6666 0.4123  0.4329
36 H -1.5608 1.7865 1.3095  0.4366
37 H -0.3656 -0.2162 2.2260  0.5688
38 H 4.2620 2.1069 0.9606  0.4653
39 H 4.0513 1.1804 2.4763  0.2709
40 H 4.2635 -1.0162 -2.3728  0.3374
41 H 2.4182 0.4828 -1.7707  0.5776
42 H -3.2048 1.5392 -2.0366  0.5035
43 H -3.0362 -2.1093 -1.4490  0.4276
44 H -3.9909 -0.8098 -2.1625  0.4416
45 H -3.1026 -2.4087 1.1047  0.2757
46 H -2.1983 -0.8938 1.1511  -0.5013
47 H -3.9578 0.1121 2.6042  0.3322
48 H -3.2984 -1.3516 3.3339  0.4285
49 H -4.8742 -1.3930 2.5426  0.4116

Properties
Orbital gap = 0.3103 Eh
E_tot = -45811.6205 eV
SMILES string = CCCCc1cc(=O)oc2cc(OCC(=O)NCc3ccccn3)c(Cl)cc12
HOMO energy = -8.58 eV
ΔE to the lowest compared entry with this formula, charge and spin = 1.56 kcal per mole
LUMO level = -0.1 eV


[4]
Here is C15H7Cl8OZn as an isolated structure in a non-equilibrium geometry from OMol25. Energies are from wB97M-V/def2-TZVPD.

Each line ends with the Mulliken charge.
Cartesian coordinates (Å):
1 Cl 1.6174 0.9253 -2.5215  -0.0850
2 C -0.1569 0.8076 -3.1134  0.8915
3 Cl -0.1934 1.3613 -4.8190  -0.1473
4 C -0.5021 -0.6931 -3.1063  -0.3644
5 O 0.0151 -1.4425 -3.9180  -0.5957
6 C -1.4192 -1.1741 -2.0592  0.3800
7 Cl -1.5376 -2.8611 -1.8768  -0.1480
8 C -2.0936 -0.3078 -1.2265  0.1549
9 Cl -3.0597 -0.9266 0.0457  -0.0802
10 C -1.8980 1.1104 -1.3191  0.3328
11 Cl -2.7064 2.1301 -0.2040  -0.1122
12 C -1.0079 1.6504 -2.2235  -0.2229
13 Cl -0.7482 3.3252 -2.2983  -0.1747
14 Cl -1.2864 -3.2033 3.4107  -0.2972
15 Zn 0.6898 -3.9171 3.0469  0.3996
16 Cl 2.6858 -4.2163 2.3980  -0.2642
17 C 0.4768 -1.4389 0.6447  -1.1707
18 C 1.7117 -1.4334 -0.0436  -0.7761
19 C 2.2836 -0.1455 0.0867  -1.5134
20 C 1.3977 0.6694 0.8713  0.7705
21 C 0.2888 -0.1719 1.2728  0.8395
22 C -0.6932 0.3180 2.1370  -0.1603
23 C -0.6311 1.6472 2.5375  -0.6545
24 C 0.3989 2.4903 2.0850  -0.4410
25 C 1.4247 2.0087 1.2613  -0.5508
26 H -0.2191 -2.2684 0.7701  0.7124
27 H 2.1390 -2.2837 -0.5700  0.4307
28 H 3.2532 0.1844 -0.2717  0.5939
29 H -1.4692 -0.3650 2.4835  0.2025
30 H -1.3991 2.0360 3.2106  0.3707
31 H 0.3968 3.5376 2.3921  0.3173
32 H 2.2415 2.6468 0.9170  0.3625

Properties
Orbital gap = 0.1399 Eh
Charge = -1
E_tot = -166315.8836 eV
HOMO energy = -2.76 eV
LUMO level = 1.1 eV


[5]
Here is the molecule C19H21ClFNO3S from OMol25. Energies are from wB97M-V/def2-TZVPD.

Each line ends with the Mulliken charge.
Cartesian coordinates (Å):
1 C 6.0007 1.4080 0.5396  -0.8506
2 H 6.2717 1.3732 1.6000  0.3390
3 O 5.3418 0.2343 0.1347  -0.4413
4 C 4.1548 -0.0805 0.7347  0.6733
5 C 3.5402 -1.2520 0.2897  -0.7909
6 C 2.3392 -1.6781 0.8156  0.8665
7 C 1.7105 -0.9131 1.8133  0.6271
8 C 2.3195 0.2508 2.2531  -0.8562
9 C 3.5317 0.6675 1.7204  -0.6571
10 H 3.9684 1.5811 2.0913  0.3990
11 H 1.8595 0.8594 3.0149  0.4057
12 O 0.5218 -1.3948 2.2734  -0.2580
13 C -0.1292 -0.7050 3.3084  -1.1127
14 H -1.0128 -1.2973 3.5433  0.2665
15 H 0.4992 -0.6297 4.2019  0.4132
16 H -0.4343 0.2983 2.9908  0.3913
17 C 1.6518 -2.9086 0.2918  -1.3589
18 N 0.4442 -2.5319 -0.4176  -0.1198
19 C -0.7798 -2.9492 -0.0303  0.4824
20 O -0.9695 -3.8501 0.7571  -0.6757
21 C -1.9213 -2.1949 -0.7073  -0.6684
22 C -2.1752 -0.8664 -0.0028  -0.6206
23 H -2.2258 -1.0186 1.0745  0.3824
24 H -3.1036 -0.4062 -0.3434  0.5087
25 S -0.8549 0.3672 -0.2403  -0.0191
26 C -1.2275 0.9393 -1.9471  -1.2964
27 C -2.5319 1.6602 -1.9954  -0.0267
28 C -3.6529 1.1404 -2.6405  0.7427
29 C -4.8628 1.8178 -2.6402  -0.6719
30 C -4.9442 3.0271 -1.9771  0.3917
31 C -3.8559 3.5734 -1.3190  -0.7182
32 C -2.6628 2.8797 -1.3357  -0.3194
33 H -1.8019 3.2771 -0.8199  0.4108
34 H -3.9520 4.5182 -0.8094  0.4348
35 F -6.1162 3.6861 -1.9748  -0.3142
36 H -5.7269 1.4149 -3.1433  0.4691
37 Cl -3.5773 -0.3686 -3.4875  -0.1947
38 H -1.2108 0.0793 -2.6133  0.4514
39 H -0.4008 1.6059 -2.1896  0.5047
40 H -1.7016 -2.0380 -1.7647  0.3684
41 H -2.8236 -2.8036 -0.6258  0.3651
42 H 0.5126 -1.6844 -0.9623  0.2382
43 H 2.3182 -3.4582 -0.3806  0.4067
44 H 1.3373 -3.5626 1.1099  0.4499
45 H 4.0333 -1.8253 -0.4799  0.4035
46 H 5.3912 2.2981 0.3502  0.3388
47 H 6.9076 1.4597 -0.0609  0.2401

Properties
Orbital gap = 0.3106 Eh
E_tot = -53751.7905 eV
SMILES string = COc1ccc(OC)c(CNC(=O)CCSCc2ccc(F)cc2Cl)c1
HOMO energy = -7.97 eV
ΔE to the lowest compared entry with this formula, charge and spin = 4.25 kcal per mole
LUMO level = 0.5 eV


[6]
Here is the molecule C11H18 in a non-equilibrium geometry from OMol25. Energies are from wB97M-V/def2-TZVPD.

Each line ends with the Mulliken charge.
Cartesian coordinates (Å):
1 C 0.6119 0.8416 1.4295  0.7927
2 C -0.6926 0.4924 0.8852  0.9227
3 C 1.2523 1.2597 0.3627  0.0346
4 C 1.9353 1.9232 -0.5203  -1.1466
5 C -0.5592 0.0096 -0.3679  0.4104
6 C 1.1078 0.6707 2.8249  -1.3730
7 C -1.9319 1.0154 1.5392  -1.6626
8 C -1.7715 0.0536 -1.2817  -2.1090
9 C -0.1408 -2.4190 -0.5778  -1.6456
10 C 0.9349 -0.8913 -2.2451  -1.8009
11 C 0.4715 -1.0262 -0.7927  0.7409
12 H 2.4906 1.4312 -1.3000  0.3351
13 H 1.9025 2.9992 -0.5764  0.2407
14 H 1.8598 1.4208 3.0601  0.3664
15 H 1.5588 -0.3157 2.9474  0.2401
16 H 0.2820 0.7555 3.5285  0.3821
17 H -2.8130 0.8691 0.9225  0.4418
18 H -1.8334 2.0754 1.7702  0.3378
19 H -2.0764 0.4789 2.4795  0.3831
20 H -2.5448 -0.6393 -0.9537  0.3902
21 H -1.5080 -0.1999 -2.3016  0.4048
22 H -2.1934 1.0558 -1.2866  0.4753
23 H -0.4779 -2.5303 0.4509  0.3770
24 H 0.6055 -3.1843 -0.7807  0.4365
25 H -0.9876 -2.5828 -1.2388  0.3441
26 H 1.8577 -1.4510 -2.3903  0.3810
27 H 1.1137 0.1482 -2.5056  0.3827
28 H 0.1953 -1.2969 -2.9320  0.4097
29 H 1.3508 -0.9636 -0.1493  0.5078

Properties
Orbital gap = 0.3193 Eh
E_tot = -11696.0035 eV
SMILES string = C=C=C(C)/C(C)=C(/C)C(C)C
HOMO energy = -7.80 eV
ΔE to the lowest compared entry with this formula, charge and spin = 75.56 kcal per mole
LUMO level = 0.9 eV